C2H8N2O2 | ωB97M-V with the def2-TZVPD basis set

Each atom is followed by the atoms it is bonded to, with distances in Å.
Cartesian coordinates (Å):
1 N -1.6786 0.0721 -1.4532  C2 1.363, H4 1.004, H5 1.002
2 C -1.6987 -1.1615 -0.8749  N1 1.363, O3 1.210, H6 1.093
3 O -2.1121 -1.3120 0.2524  C2 1.210
4 H -1.6999 0.8087 -0.7709  N1 1.004
5 H -1.6274 0.3285 -2.4208  N1 1.002
6 H -1.3811 -1.9730 -1.5342  C2 1.093
7 N 1.3257 0.0416 1.8711  C8 1.429, H10 1.021, H11 1.018
8 C 0.7988 0.7401 0.7412  N7 1.429, O9 1.434, H12 1.084, H13 1.088
9 O 1.3921 0.5744 -0.5536  C8 1.434, H14 0.961
10 H 1.5443 -0.9237 1.6208  N7 1.021
11 H 2.2347 0.4099 2.1442  N7 1.018
12 H -0.2043 0.3540 0.6024  C8 1.084
13 H 0.8184 1.8136 0.9139  C8 1.088
14 H 2.2881 0.2273 -0.5384  O9 0.961

The HOMO energy comes out at -9.960 eV. The relative energy (zero: lowest compared OMol25 entry of this formula, charge and spin) is 31.5 kcal per mole. The value obtained for the LUMO energy is 0.86 eV. The frontier orbital gap is 10.818 eV.

natural (NBO) population analysis, charges in e, atoms 1 to 4: number 1, N, carries -0.829; number 2, C, carries 0.524; number 3, O, carries -0.601; number 4, H, carries 0.394

C2H2N2O | ωB97M-V with the def2-TZVPD basis set

Each atom is followed by the atoms it is bonded to, with distances in Å.
Cartesian coordinates (Å):
1 C 1.1952 0.0913 -0.1413  C2 1.364, H4 1.013, H5 1.070
2 C 0.2649 -0.8958 -0.0010  C1 1.364, O3 1.168
3 O -0.4633 -1.7777 0.2363  C2 1.168
4 H 1.5869 0.5319 -0.9646  C1 1.013
5 H 1.6020 0.5466 0.7372  C1 1.070
6 N -2.6087 0.5913 0.0867  N7 1.081
7 N -1.5770 0.9123 0.0467  N6 1.081

The HOMO energy comes out at -9.120 eV. The relative energy (zero: lowest compared OMol25 entry of this formula, charge and spin) is 12.6 kcal per mole. The value obtained for the LUMO energy is 0.87 eV. The frontier orbital gap is 9.993 eV.

natural (NBO) population analysis, charges in e, atoms 1 to 4: number 1, C, carries -0.781; number 2, C, carries 0.740; number 3, O, carries -0.458; number 4, H, carries 0.249

C21H36Br2FN3O6 | ωB97M-V with the def2-TZVPD basis set

Each atom is followed by the atoms it is bonded to, with distances in Å.
Cartesian coordinates (Å):
1 H -1.2249 1.2460 -4.0316  N2 1.019
2 N -1.7866 0.8830 -3.2633  H1 1.019, C3 1.252
3 C -2.2219 1.8226 -2.5591  N2 1.252, C4 1.536, C5 1.517
4 C -1.8760 3.2718 -2.9316  C3 1.536, H25 1.091, H26 1.099, H27 1.091
5 C -3.1314 1.5838 -1.3688  C3 1.517, C6 1.563, H28 1.091, H29 1.092
6 C -2.4433 1.0658 -0.0651  C5 1.563, Br7 1.960, O8 1.438, C15 1.543
7 Br -1.9683 2.6590 0.9723  C6 1.960
8 O -3.4976 0.3008 0.5439  C6 1.438, C9 1.389
9 C -3.4404 -0.9753 -0.0025  O8 1.389, O10 1.137, C11 1.570
10 O -4.2872 -1.7228 0.1252  C9 1.137
11 C -2.1054 -1.1235 -0.8152  C9 1.570, C12 1.537, C15 1.523, H30 1.096
12 C -1.5364 -2.5515 -0.8360  C11 1.537, C13 1.541, F14 1.385, H31 1.090
13 C -2.3314 -3.3520 -1.8863  C12 1.541, H32 1.092, H33 1.092, H34 1.093
14 F -1.7963 -3.1868 0.3667  C12 1.385
15 C -1.3262 0.0043 -0.1525  C6 1.543, C11 1.523, Br16 2.020, C17 1.556
16 Br -1.0853 -0.5242 1.7818  C15 2.020
17 C 0.1153 0.3974 -0.5878  C15 1.556, C18 1.550, H35 1.087, H36 1.095
18 C 0.6791 -0.3168 -1.8425  C17 1.550, C19 1.558, H37 1.091, H38 1.089
19 C 1.4477 0.7397 -2.6907  C18 1.558, C20 1.512, H39 1.092, H40 1.096
20 C 2.6578 0.1614 -3.3879  C19 1.512, O21 1.160, O22 1.364
21 O 2.7774 -0.9678 -3.6237  C20 1.160
22 O 3.6032 1.0694 -3.7656  C20 1.364, C23 1.453
23 C 4.8342 0.9744 -3.0001  O22 1.453, C24 1.530, H41 1.094, H42 1.092
24 C 4.6963 0.3160 -1.6263  C23 1.530, H43 1.093, H44 1.088, H45 1.092
25 H -0.9924 3.3052 -3.5714  C4 1.091
26 H -2.7077 3.6164 -3.5614  C4 1.099
27 H -1.7825 3.9187 -2.0578  C4 1.091
28 H -3.5667 2.5519 -1.1180  C5 1.091
29 H -3.9581 0.9550 -1.7068  C5 1.092
30 H -2.4660 -0.9497 -1.8359  C11 1.096
31 H -0.4717 -2.6014 -1.0662  C12 1.090
32 H -1.9101 -4.3472 -2.0432  C13 1.092
33 H -2.3827 -2.8167 -2.8370  C13 1.092
34 H -3.3251 -3.4859 -1.4509  C13 1.093
35 H 0.7694 0.1336 0.2389  C17 1.087
36 H 0.1602 1.4903 -0.6463  C17 1.095
37 H 1.4186 -1.0533 -1.5253  C18 1.091
38 H -0.0803 -0.7368 -2.5006  C18 1.089
39 H 0.8013 1.2447 -3.4117  C19 1.092
40 H 1.8029 1.5255 -2.0145  C19 1.096
41 H 5.5549 0.4397 -3.6253  C23 1.094
42 H 5.1979 1.9914 -2.8355  C23 1.092
43 H 3.9210 0.7623 -0.9988  C24 1.093
44 H 4.5867 -0.7641 -1.6989  C24 1.088
45 H 5.6452 0.4656 -1.1068  C24 1.092
46 C 3.9464 -3.9590 2.2050  N47 1.450, H51 1.092, H52 1.092, H53 1.088
47 N 4.6250 -3.0755 1.2762  C46 1.450, C48 1.454, C49 1.348
48 C 5.0027 -3.5824 -0.0327  N47 1.454, H54 1.091, H55 1.091, H56 1.087
49 C 4.9172 -1.7972 1.5879  N47 1.348, O50 1.218, H57 1.104
50 O 5.4832 -1.0099 0.8513  C49 1.218
51 H 4.5806 -4.8220 2.4186  C46 1.092
52 H 3.0084 -4.3030 1.7642  C46 1.092
53 H 3.7300 -3.4395 3.1364  C46 1.088
54 H 6.0834 -3.5020 -0.1583  C48 1.091
55 H 4.5206 -2.9874 -0.8096  C48 1.091
56 H 4.7005 -4.6223 -0.1311  C48 1.087
57 H 4.5876 -1.5138 2.6024  C49 1.104
58 C -4.3700 1.5517 4.3591  N59 1.451, H63 1.092, H64 1.092, H65 1.089
59 N -3.7506 2.6828 5.0253  C58 1.451, C60 1.452, C61 1.348
60 C -4.0714 2.9486 6.4163  N59 1.452, H66 1.091, H67 1.091, H68 1.088
61 C -2.8830 3.4968 4.3905  N59 1.348, O62 1.218, H69 1.103
62 O -2.3302 4.4587 4.8932  C61 1.218
63 H -5.4558 1.6705 4.3697  C58 1.092
64 H -4.1047 0.6295 4.8805  C58 1.092
65 H -4.0313 1.4833 3.3263  C58 1.089
66 H -4.5032 3.9463 6.5085  C60 1.091
67 H -3.1606 2.9118 7.0158  C60 1.091
68 H -4.7798 2.2093 6.7834  C60 1.088
69 H -2.7120 3.2045 3.3411  C61 1.103

The HOMO energy comes out at -9.093 eV. The value obtained for the LUMO energy is 0.32 eV. The frontier orbital gap is 9.413 eV.

natural (NBO) population analysis, charges in e, atoms 1 to 4: number 1, H, carries 0.340; number 2, N, carries -0.649; number 3, C, carries 0.342; number 4, C, carries -0.692

C8H12N3O | ωB97M-V with the def2-TZVPD basis set

Each atom is followed by the atoms it is bonded to, with distances in Å.
Cartesian coordinates (Å):
1 C -0.3072 -0.7694 0.4808  C7 1.587, N9 1.325, O12 1.366
2 C -0.5475 -2.7427 1.0578  C8 1.504, N9 1.401, N10 1.309
3 C 1.5522 2.4051 -0.6442  C5 1.537, C6 1.557, H13 1.155, H14 1.068
4 C 0.0773 0.6105 -1.7487  C6 1.470, C7 1.468, H15 1.118, H16 1.203
5 C 0.2162 2.9177 -0.0827  C3 1.537, N11 1.494, H17 1.068, H18 1.170
6 C 1.2293 0.9007 -0.8827  C3 1.557, C4 1.470, C7 1.506, H19 1.169
7 C -0.1251 0.6026 -0.2948  C1 1.587, C4 1.468, C6 1.506, N11 1.543
8 C -0.6270 -4.2418 0.9691  C2 1.504, H20 1.086, H21 1.173, H22 1.120
9 N 0.1288 -1.9640 0.1090  C1 1.325, C2 1.401
10 N -1.2413 -2.0449 1.9206  C2 1.309, O12 1.321
11 N -0.6616 1.8368 0.4593  C5 1.494, C7 1.543, H23 1.108, H24 0.980
12 O -1.1635 -0.7805 1.5456  C1 1.366, N10 1.321
13 H 1.7660 2.9304 -1.6508  C3 1.155
14 H 2.3930 2.5317 0.0013  C3 1.068
15 H -0.4784 1.3390 -2.3893  C4 1.118
16 H 0.0851 -0.4354 -2.3429  C4 1.203
17 H 0.2963 3.7088 0.6308  C5 1.068
18 H -0.3798 3.2935 -1.0171  C5 1.170
19 H 2.0759 0.1070 -0.7395  C6 1.169
20 H -0.6756 -4.5259 -0.0780  C8 1.086
21 H 0.2317 -4.8831 1.4471  C8 1.173
22 H -1.6101 -4.5302 1.4226  C8 1.120
23 H -0.6405 1.6587 1.5525  N11 1.108
24 H -1.5943 2.0756 0.2744  N11 0.980

As for the expectation value of S²: 2.012. The HOMO energy (spin up / spin down) comes out at -9.129 / -14.618 eV. The relative energy (zero: lowest compared OMol25 entry of this formula, charge and spin) is 31.2 kcal per mole. As for the charge: +1. The value obtained for the LUMO energy (spin up / spin down) is -3.24 / -6.55 eV. The frontier orbital gap (spin up / spin down) is 5.884 / 8.069 eV. As for the spin multiplicity: 3.

natural (NBO) population analysis, charges in e, atoms 1 to 4: number 1, C, carries 0.406; number 2, C, carries 0.382; number 3, C, carries -0.415; number 4, C, carries -0.441

C2H2ClOP | ωB97M-V with the def2-TZVPD basis set

Each atom is followed by the atoms it is bonded to, with distances in Å.
Cartesian coordinates (Å):
1 O 0.0174 -0.0602 -0.8443  C2 1.203
2 C -0.4250 0.4615 0.1457  O1 1.203, C3 1.378, H5 1.230
3 C -0.3651 -0.1664 1.3711  C2 1.378, P4 1.537
4 P -0.3273 -0.5377 2.8622  C3 1.537
5 H -1.2693 1.3548 0.1147  C2 1.230
6 Cl 1.9632 -1.7670 0.5672  H7 1.245
7 H 1.4752 -1.1435 -0.3936  Cl6 1.245

The HOMO energy comes out at -9.995 eV. The relative energy (zero: lowest compared OMol25 entry of this formula, charge and spin) is 32.6 kcal per mole. The value obtained for the LUMO energy is -1.33 eV. The frontier orbital gap is 8.661 eV.

natural (NBO) population analysis, charges in e, atoms 1 to 4: number 1, O, carries -0.515; number 2, C, carries 0.324; number 3, C, carries -0.670; number 4, P, carries 0.729

no.,strongest force on any atom (eV/Å),E_tot (eV)
1,1.4,-9278.5449
2,4.6,-7133.2978
3,5.2,-181917.6299
4,9.5,-14994.2316
5,4.0,-25962.2621